No. 1
The following is a DFT calculation (the ωB97M-V functional and the def2-TZVPD basis) of an isolated molecule of CH2N4O at a distorted geometry.

```
8
CH2N4O the ωB97M-V functional and the def2-TZVPD basis
C -0.5716 0.8723 -0.0378
H 1.8383 -0.2749 0.9470
H -0.3663 1.8791 -0.1552
N 0.3864 -0.0398 -0.2088
N -1.6862 0.1773 -0.1401
N -1.3145 -1.0984 -0.0594
N -0.0245 -1.3451 -0.1403
O 1.7384 -0.1705 -0.2055
```

As for the LUMO energy: -0.211 eV. The calculation puts the gap between HOMO and LUMO at 10.128 eV. For the max |F|, the calculation gives 0.128 Eh/bohr. The value obtained for the total energy is -333.39567 a.u.



No. 2
The following is a DFT calculation (the ωB97M-V functional and the def2-TZVPD basis) of an isolated molecule of ClHN2O4S at a distorted geometry.

```
9
ClHN2O4S the ωB97M-V functional and the def2-TZVPD basis
N 0.3318 -0.3664 0.1820
N 2.9530 -0.4485 0.3598
O 4.0714 -0.7071 -0.0154
O 2.5421 -0.1588 1.4477
O 1.6294 0.4857 -1.8625
O -1.3370 -1.8609 -1.0996
S 1.5152 -0.6490 -1.0140
Cl -0.7798 -1.6687 0.2573
H -0.2812 0.3850 0.3835
```

As for the LUMO energy (alpha / beta): -0.622 / -3.771 eV. The calculation puts the gap between HOMO and LUMO (alpha / beta) at 6.599 / 6.436 eV. For the max |F|, the calculation gives 0.086 Eh/bohr. The value obtained for the total energy is -1269.02248 a.u. Its spin multiplicity is 3. As for the expectation value of S²: 2.0152.



No. 3
The following is a DFT calculation (the ωB97M-V functional and the def2-TZVPD basis) of a structure of composition C4H6AgClCuO2 at a distorted geometry.

```
15
C4H6AgClCuO2 the ωB97M-V functional and the def2-TZVPD basis
Ag -1.3104 1.0262 -3.5754
Cu -3.6880 -1.4699 -1.9699
Cl -2.9251 1.0970 -1.4518
O 0.0047 1.1114 -1.6719
C 0.3197 0.4537 -0.6658
O 1.2423 -0.4437 -0.7551
C 1.5952 -0.9911 0.5670
C 0.8373 -0.1177 1.5517
C -0.2645 0.5518 0.7341
H 2.6706 -0.9658 0.7052
H 1.2840 -2.0349 0.5277
H 1.4528 0.7023 1.9356
H 0.4754 -0.5448 2.4862
H -0.4709 1.6000 0.9389
H -1.2233 0.0255 0.6434
```

As for the LUMO energy (alpha / beta): -9.667 / -12.849 eV. The calculation puts the gap between HOMO and LUMO (alpha / beta) at 9.141 / 5.479 eV. For the max |F|, the calculation gives 0.028 Eh/bohr. The value obtained for the total energy is -2553.37591 a.u. Its spin multiplicity is 2. As for the expectation value of S²: 0.7589. Its total charge is +2.



No. 4
The following is a DFT calculation (the ωB97M-V functional and the def2-TZVPD basis) of a cluster of 9 separate species, C12H43N17O9 in total at a distorted geometry.

```
81
C12H43N17O9 the ωB97M-V functional and the def2-TZVPD basis
C 1.9040 -1.7421 -3.8985
C 0.7491 -2.7020 -4.0448
C 0.5010 -3.6197 -2.8501
O 1.7641 -4.1785 -2.4702
C 1.6990 -4.9927 -1.3731
N -0.4178 -2.0378 -4.4538
H 2.0105 -1.1910 -4.8330
H 2.7712 -2.1265 -3.3616
H 1.6145 -1.0947 -3.0708
H 1.1457 -3.2756 -4.8825
H -0.2480 -4.3773 -3.0809
H 0.1406 -3.0162 -2.0171
H 2.4779 -5.7538 -1.3276
H 0.8836 -5.7139 -1.3174
H 1.5619 -4.4535 -0.4357
H -0.0409 -1.4441 -5.1786
H -0.6991 -1.3626 -3.7573
C 0.9952 4.9404 2.1428
O 1.2994 3.7914 2.4514
N 0.9005 5.3946 0.9942
N 0.7997 5.8876 2.9483
H 0.5317 6.3164 0.8084
H 0.8061 4.7803 0.1981
H 0.8732 5.6039 3.9149
H 0.9022 6.8141 2.5595
C 5.5367 3.4872 2.4454
O 5.9648 2.3194 2.6725
N 6.2029 4.5909 2.6262
N 4.4393 3.7879 1.8160
H 7.0307 4.7018 3.1941
H 6.2406 5.0630 1.7342
H 3.7398 3.1061 1.5591
H 4.5217 4.7511 1.5234
C 0.6032 -2.7373 2.8288
O -0.5914 -2.7533 3.0236
N 1.3070 -3.7390 2.3331
N 1.3217 -1.7563 3.1945
H 2.3148 -3.6804 2.3040
H 0.7999 -4.5867 2.1223
H 1.0900 -0.9177 3.7074
H 2.2853 -1.7355 2.8926
C 0.5874 0.7087 -0.0308
O 0.6661 1.2494 -1.1091
N 1.4311 0.7522 0.9531
N 0.0228 -0.3774 0.1375
H 1.2108 0.2841 1.8205
H 2.1693 1.4408 0.9211
H -0.1037 -0.7329 1.0744
H -0.5383 -0.6284 -0.6639
C -3.3029 -0.3610 2.6664
O -2.2220 -0.0985 2.1482
N -3.3533 -1.0132 3.7610
N -4.5114 -0.1056 2.2757
H -4.2246 -1.4318 4.0538
H -2.4957 -1.4314 4.0922
H -4.4587 0.4257 1.4183
H -5.2280 -0.2135 2.9792
C -1.0258 4.2252 -1.7812
O -1.9133 4.9720 -1.3896
N 0.1948 4.5532 -2.0863
N -1.2868 3.0096 -2.1503
H 0.8932 3.8238 -2.1047
H 0.4725 5.5223 -2.1471
H -2.2887 2.8867 -2.1174
H -0.7078 2.1946 -2.0067
C -2.7134 -4.0120 0.2679
O -3.1527 -4.8620 1.0215
N -2.8148 -4.1194 -1.0479
N -2.2523 -2.8686 0.6587
H -3.3034 -4.9411 -1.3738
H -2.3295 -3.4289 -1.6027
H -1.9003 -2.9605 1.6009
H -1.9183 -2.2219 -0.0416
C -2.9397 -0.3967 -1.8068
O -2.0284 -1.1549 -1.8624
N -3.1125 0.4914 -0.8491
N -3.9827 -0.2911 -2.6468
H -2.5785 0.3567 -0.0025
H -3.8760 1.1527 -0.8502
H -4.7576 0.3526 -2.5730
H -4.0597 -1.0987 -3.2483
```

As for the LUMO energy (alpha / beta): -2.702 / -8.689 eV. The calculation puts the gap between HOMO and LUMO (alpha / beta) at 8.135 / 2.148 eV. For the max |F|, the calculation gives 0.200 Eh/bohr. The value obtained for the total energy is -2090.79138 a.u. Its spin multiplicity is 2. As for the expectation value of S²: 0.7543. Its total charge is +1.



No. 5
The following is a DFT calculation (the ωB97M-V functional and the def2-TZVPD basis) of an isolated molecule of C11H22N6O4 at a distorted geometry.

```
43
C11H22N6O4 the ωB97M-V functional and the def2-TZVPD basis
C 0.0577 -2.0876 -0.6479
C 0.2374 -1.0837 0.5180
C -1.4296 -2.1540 -1.1789
C -2.1466 -0.9355 -1.7381
C -3.3272 -0.2349 -0.7379
C -3.1849 0.9662 1.3685
C 2.6809 -0.3065 0.1831
C 3.8837 -1.0589 0.8177
C 3.0712 1.1062 -0.0922
C 2.0089 1.8696 -0.8923
C 1.8426 3.2905 -0.3074
H 0.4395 -4.1181 -0.8067
H 0.0070 -3.7392 0.6102
H 0.7721 -1.7644 -1.5445
H -1.8807 -2.5084 -0.2924
H -1.2856 -3.0134 -1.9377
H -1.3956 -0.1932 -1.7552
H -2.6460 -0.8546 -2.7739
H -4.2692 -0.7508 -1.0162
H -3.5547 0.6735 -1.2018
H -2.8325 -1.0221 1.1564
H -3.7376 2.9048 1.1656
H -3.0134 0.0303 3.1971
H -2.5615 1.6950 3.3072
H 1.6047 -0.1924 1.9061
H 2.3798 -0.7918 -0.7339
H 4.0818 1.1550 -0.4645
H 3.1631 1.8347 0.7167
H 1.1330 1.3372 -0.6677
H 2.2877 1.6998 -1.8334
H 0.4063 4.6487 -0.7170
H 0.8603 3.6061 -2.1601
H 2.7241 -2.4416 0.5729
N 0.5853 -3.3667 -0.1229
N -3.3127 -0.2420 0.7411
N -3.4781 2.0366 0.7409
N -2.7428 0.8718 2.6388
N 1.5161 -0.6178 0.9537
N 1.0657 4.0026 -1.2184
O -0.7112 -1.0737 1.3569
O 4.8608 -0.4978 1.2323
O 2.1802 3.6587 0.7991
O 3.6604 -2.3383 0.8586
```

As for the LUMO energy: 0.435 eV. The calculation puts the gap between HOMO and LUMO at 8.876 eV. For the max |F|, the calculation gives 0.094 Eh/bohr. The value obtained for the total energy is -1061.78756 a.u.



No. 6
The following is a DFT calculation (the ωB97M-V functional and the def2-TZVPD basis) of a structure of composition BaH18O9.

```
28
BaH18O9 the ωB97M-V functional and the def2-TZVPD basis
Ba -0.0918 0.0301 -0.0778
O 0.3352 2.8645 0.3113
H 1.1637 3.0047 -0.1721
H 0.3566 3.5508 0.9926
O 0.9668 0.8432 2.4606
H 0.4436 1.3474 3.0989
H 1.8850 1.0723 2.6583
O -1.2169 -1.7325 1.9286
H -1.3173 -1.6098 2.8829
H -1.5351 -2.6284 1.7490
O -2.4916 0.9294 0.8469
H -2.9714 1.3680 1.5657
H -3.1936 0.7116 0.2162
O 1.0037 -0.6713 -2.4925
H 1.2868 -1.5706 -2.7181
H 1.0483 -0.1886 -3.3311
O 1.3568 -2.3889 0.5724
H 2.2307 -2.5199 0.1765
H 1.2274 -3.1594 1.1426
O -1.0943 1.6391 -2.0991
H -0.4933 2.2460 -2.5559
H -1.9629 1.8622 -2.4656
O -1.7266 -1.9625 -1.1234
H -2.5874 -1.5246 -1.0514
H -1.8385 -2.5958 -1.8487
O 2.6805 0.4048 -0.2094
H 3.2775 0.6369 -0.9364
H 3.2582 0.0415 0.4788
```

As for the LUMO energy: -5.951 eV. The calculation puts the gap between HOMO and LUMO at 12.028 eV. For the max |F|, the calculation gives 0.015 Eh/bohr. The value obtained for the total energy is -713.08385 a.u. Its total charge is +2.



No. 7
The following is a DFT calculation (the ωB97M-V functional and the def2-TZVPD basis) of an isolated molecule of C8H9OPS at a distorted geometry.

```
20
C8H9OPS the ωB97M-V functional and the def2-TZVPD basis
C 1.9174 -0.0252 -2.1528
C 0.7462 0.6628 -2.4275
C 2.0233 -1.0815 -1.2370
C -0.3886 0.2198 -1.7790
C 0.8913 -1.4729 -0.4761
C -0.2952 -0.7587 -0.8275
C -1.8571 -1.0775 0.1856
C -0.2745 1.5178 2.9233
O -0.8259 0.7473 1.8970
P -1.4928 -0.8535 1.9650
S -3.1081 -1.6683 -0.6123
H 2.7653 0.3225 -2.7193
H 0.7621 1.4364 -3.1933
H 2.9889 -1.4783 -1.0467
H -1.3542 0.5444 -2.0634
H 0.9005 -2.2850 0.2369
H -0.8428 1.5947 3.8439
H -0.4649 2.4890 2.4206
H 0.7226 1.3895 3.0147
H -2.8134 -0.2234 2.0482
```

As for the LUMO energy: -0.543 eV. The calculation puts the gap between HOMO and LUMO at 7.771 eV. For the max |F|, the calculation gives 0.096 Eh/bohr. The value obtained for the total energy is -1124.90257 a.u.



No. 8
The following is a DFT calculation (the ωB97M-V functional and the def2-TZVPD basis) of the ion C9H15N3O2 with charge +2 at a distorted geometry.

```
29
C9H15N3O2 the ωB97M-V functional and the def2-TZVPD basis
C 0.8139 -0.2921 -1.4459
C -0.2799 -0.9982 -1.1030
C 1.0520 0.6305 -0.3114
C -0.8629 -0.5936 0.1593
C 0.3999 -1.4594 -2.4105
C -0.3027 -0.9928 -3.7310
C 0.4286 2.4825 1.8725
C 0.2499 0.1857 3.0096
C -0.2038 1.0886 1.8834
N -0.0189 0.4424 0.5928
N 1.2086 -2.7188 -2.4338
N -1.7392 1.3353 1.9769
O 2.0174 1.3591 -0.2371
O -1.8551 -1.0031 0.7197
H -0.1456 -1.7052 -4.5493
H 0.1594 -0.0149 -3.9797
H -1.3933 -0.9438 -3.6417
H 0.1401 2.9596 0.9301
H 0.0275 3.0793 2.6102
H 1.4891 2.4435 1.9628
H -0.3866 -0.6200 2.9303
H 0.0622 0.5102 3.9839
H 1.2872 -0.0225 2.8964
H 0.8097 -3.2831 -3.1791
H 1.1349 -3.4288 -1.5428
H 2.1644 -2.5102 -2.7847
H -2.1557 0.6018 1.2140
H -1.9668 2.3400 1.7135
H -2.1342 1.1281 2.8946
```

As for the LUMO energy: -8.397 eV. The calculation puts the gap between HOMO and LUMO at 9.391 eV. For the max |F|, the calculation gives 0.084 Eh/bohr. The value obtained for the total energy is -665.93942 a.u. Its total charge is +2.



No. 9
The following is a DFT calculation (the ωB97M-V functional and the def2-TZVPD basis) of a cluster of 16 separate species, C30H69N9O25 in total at a distorted geometry.

```
133
C30H69N9O25 the ωB97M-V functional and the def2-TZVPD basis
C -3.0308 1.4770 4.2371
N -2.3798 2.7914 3.9784
O -1.4041 2.8720 3.2472
O -2.7964 3.7538 4.5918
H -2.2207 0.8254 4.5223
H -3.5685 1.1423 3.3456
H -3.7340 1.6991 5.0159
C 0.6742 -2.0732 -4.7798
N -0.6216 -1.5693 -5.2740
O -0.5894 -0.6323 -6.0776
O -1.6370 -2.0549 -4.8722
H 1.3630 -2.0001 -5.6088
H 0.5355 -3.0780 -4.4057
H 0.8753 -1.3249 -4.0028
C 4.2031 2.2396 -0.7294
N 4.1438 1.4898 -2.0353
O 5.0480 1.7352 -2.8227
O 3.1308 0.7907 -2.1458
H 4.8698 3.0641 -1.0076
H 4.7221 1.6130 0.0195
H 3.2058 2.4590 -0.3605
C 3.6899 -2.3895 -1.7556
N 3.7866 -1.5113 -0.6195
O 2.7754 -1.3763 0.0211
O 4.8502 -1.0367 -0.3026
H 4.6726 -2.3663 -2.2398
H 2.9600 -1.9759 -2.4390
H 3.3830 -3.3899 -1.4623
C 1.1820 4.5647 -1.9257
N 1.3580 5.8820 -1.2319
O 0.9157 6.8767 -1.7671
O 1.9146 5.9115 -0.1590
H 0.1656 4.5402 -2.2968
H 1.3803 3.7956 -1.1567
H 1.8134 4.5266 -2.8120
C -0.0006 0.0608 0.3517
N 0.4527 0.2850 -1.0350
O 0.7825 1.4061 -1.3872
O 0.3326 -0.5931 -1.8719
H -0.9472 -0.3787 0.2372
H -0.0033 1.0247 0.7776
H 0.6668 -0.6194 0.8182
C 0.8757 4.6364 2.4404
N 1.4336 3.2915 2.4804
O 1.6113 2.8084 3.5850
O 1.7622 2.7426 1.4633
H 1.5529 5.3097 2.9955
H -0.0921 4.5744 2.9560
H 0.8774 4.9458 1.4078
C -2.4790 -2.4824 4.9096
N -1.3970 -2.4064 3.8527
O -1.1596 -1.3121 3.3890
O -0.8497 -3.4589 3.5924
H -3.3025 -1.8842 4.6184
H -2.0180 -2.1021 5.8473
H -2.7831 -3.5420 4.9912
C -2.2228 1.0444 -3.8782
N -2.3392 2.5146 -4.0203
O -1.8813 3.1374 -3.0836
O -2.9006 3.0409 -4.9656
H -1.1818 0.7614 -4.0709
H -2.8546 0.6343 -4.6634
H -2.5662 0.7108 -2.8831
C -2.7377 -5.5702 1.9141
C -3.5943 -4.4564 1.4889
O -3.6390 -3.4577 2.1537
C -4.4244 -4.6090 0.2260
H -2.4086 -5.5654 2.9273
H -1.8133 -5.6139 1.3473
H -3.2682 -6.5298 1.7660
H -4.2681 -5.5220 -0.3226
H -4.3274 -3.6633 -0.3186
H -5.4996 -4.6134 0.5733
C -3.3400 5.2912 1.5523
C -3.5391 3.9266 1.0348
O -4.3030 3.1014 1.5703
C -2.7938 3.5182 -0.2167
H -3.1010 5.9608 0.7113
H -2.4744 5.3141 2.2110
H -4.2012 5.5743 2.1270
H -2.6892 2.4150 -0.3775
H -1.7766 3.9413 -0.2068
H -3.2135 4.0343 -1.0692
C 0.4360 -3.9645 0.2041
C 0.1945 -4.0410 -1.2773
O 1.1012 -4.2260 -2.0784
C -1.2443 -4.0189 -1.6635
H -0.3967 -3.3904 0.6100
H 1.4177 -3.5054 0.4195
H 0.4521 -4.9606 0.5770
H -1.4998 -4.2151 -2.7205
H -1.6081 -2.9869 -1.4674
H -1.7974 -4.6777 -1.0067
C 4.5396 0.5649 3.0097
C 4.1415 -0.6114 3.8416
O 4.9254 -1.2117 4.5730
C 2.6835 -1.0373 3.7888
H 4.0365 1.4680 3.3108
H 4.2310 0.2180 2.0091
H 5.5921 0.7657 2.9015
H 2.4248 -1.3103 2.7610
H 2.0036 -0.2595 4.1812
H 2.4510 -1.9199 4.4127
C -5.0304 0.9676 -0.6257
C -3.8991 0.0646 -0.2178
O -2.9956 -0.2297 -0.9649
C -3.9893 -0.5373 1.1659
H -5.3147 1.6326 0.1721
H -5.8687 0.3403 -0.9706
H -4.8170 1.5631 -1.5291
H -4.8956 -0.2647 1.7076
H -3.0429 -0.3486 1.6978
H -4.0548 -1.6246 1.1070
C 3.3339 -4.4037 3.8524
C 3.8292 -4.2308 2.4139
O 3.1623 -4.6070 1.4570
C 5.2375 -3.6694 2.2504
H 3.7000 -5.3697 4.3037
H 2.2603 -4.4838 3.8721
H 3.7101 -3.6240 4.4974
H 5.2700 -2.8720 3.0060
H 5.3055 -3.2967 1.2409
H 6.0576 -4.4105 2.3400
C 1.7585 2.0965 -5.0906
C 1.0107 3.2650 -5.6975
O 1.1457 4.4090 -5.1850
C 0.2631 3.1337 -7.0029
H 2.7611 2.2623 -5.4151
H 1.3612 1.0992 -5.3418
H 1.7587 2.1781 -3.9893
H 0.2315 4.1673 -7.3696
H -0.7197 2.7316 -7.0034
H 0.7936 2.4844 -7.7020
```

As for the LUMO energy: -0.262 eV. The calculation puts the gap between HOMO and LUMO at 9.225 eV. For the max |F|, the calculation gives 0.065 Eh/bohr. The value obtained for the total energy is -3557.41330 a.u.



No. 10
The following is a DFT calculation (the ωB97M-V functional and the def2-TZVPD basis) of an isolated molecule of C4H8N4 at a distorted geometry.

```
16
C4H8N4 the ωB97M-V functional and the def2-TZVPD basis
C -0.3092 0.0563 -1.9544
C -0.0801 -1.2577 -1.3422
C 0.4515 -1.3034 -0.0835
C 1.1006 0.5190 2.7152
H -2.8363 1.3447 -0.7314
H -1.8134 0.0060 -0.3695
H 0.1543 0.2836 -2.9676
H 0.0519 -2.1723 -1.7550
H 0.6511 -2.2621 0.4049
H -0.0242 0.6881 0.5627
H 1.4909 0.3693 3.7158
H 0.4017 1.4569 2.5977
N -1.7463 1.0884 -0.4098
N -0.9880 1.0731 -1.6718
N 0.6892 -0.0726 0.6240
N 1.3233 -0.3460 1.8193
```

As for the LUMO energy: 0.879 eV. The calculation puts the gap between HOMO and LUMO at 9.383 eV. For the max |F|, the calculation gives 0.093 Eh/bohr. The value obtained for the total energy is -376.07896 a.u.